A cluster of 2 separate species, C16H20BCl4NO in total in a non-equilibrium geometry, computed with ωB97M-V/def2-TZVPD.

The geometry in XYZ format:
```
43
Properties=species:S:1:pos:R:3:forces:R:3
Cl -4.369 -2.307 -2.931 0.4 0.5 0.2
B -3.066 -0.995 -2.812 0.2 -0.5 -0.9
Cl -1.399 -1.639 -3.463 -0.3 0.1 0.1
Cl -3.520 0.534 -3.780 0.1 -0.3 0.5
O -2.891 -0.659 -1.364 1.6 0.3 1.2
C -1.904 0.048 -0.884 -2.5 0.9 -1.4
C -2.179 0.745 0.362 0.1 0.2 0.8
C -1.376 1.850 0.709 0.0 -0.5 0.4
C -1.463 2.419 1.977 -0.6 -0.3 0.0
C -2.427 1.938 2.884 0.1 -0.9 -1.3
Cl -2.483 2.550 4.472 0.0 0.3 0.5
C -3.321 0.918 2.503 0.2 0.3 -0.3
C -3.230 0.359 1.223 0.4 -0.1 0.3
H -1.273 0.550 -1.632 0.2 -0.5 0.4
H -0.655 2.224 -0.016 0.0 -0.1 0.2
H -0.795 3.211 2.291 -0.1 0.0 -0.1
H -4.074 0.566 3.213 0.2 0.2 -0.3
H -3.948 -0.404 0.905 0.4 0.2 0.1
C 0.630 -2.285 1.994 -0.5 -0.5 -0.1
C -0.368 -2.451 0.780 -0.1 -0.2 1.2
C -0.001 -1.366 -0.190 0.3 -0.6 -0.6
C 1.178 -0.784 0.221 0.6 0.4 -0.9
N 2.023 -0.051 -0.547 -0.4 -0.1 1.9
C 3.164 0.666 0.027 0.4 0.1 0.4
C 3.831 1.365 -1.170 0.2 0.0 0.3
C 2.916 1.146 -2.372 -0.6 -0.1 -0.5
C 1.871 0.080 -1.956 0.5 0.3 -1.0
C 1.547 -1.109 1.646 -0.5 0.1 0.3
H 0.082 -2.116 2.930 0.2 0.0 -0.2
H 1.224 -3.201 2.143 -0.3 0.3 -0.1
H -0.250 -3.480 0.402 -0.2 0.5 -0.3
H -1.402 -2.348 1.130 0.0 -0.2 0.0
H -0.298 -1.461 -1.241 0.5 -0.1 0.3
H 2.848 1.405 0.799 0.0 -0.5 -0.5
H 3.879 -0.024 0.530 -0.5 0.3 -0.3
H 3.971 2.431 -0.956 0.1 -0.3 -0.1
H 4.814 0.924 -1.349 -0.1 0.1 0.0
H 2.392 2.069 -2.644 0.2 -0.1 0.0
H 3.469 0.794 -3.254 -0.2 0.3 0.3
H 2.088 -0.871 -2.456 -0.2 -0.1 0.1
H 0.855 0.363 -2.236 0.0 0.0 0.0
H 1.309 -0.257 2.290 0.1 0.2 -0.1
H 2.599 -1.349 1.824 -0.1 0.1 -0.4
```
Positions in Å, forces in eV/Å.

Computed properties:
charge = 0
calculated total energy = -2617.39605 a.u.
HOMO = -8.1 eV